# 1
Formula: C25H19N3O2RuS
Source: OMol25
Level of theory: the ωB97M-V functional and the def2-TZVPD basis

Its total energy is -48195.2605 eV. The spin multiplicity is 5. The net charge is +2. Its largest force on an atom is 2.87 eV/A.

Positions of all 51 atoms, in Å:
Ru 0.45 0.49 0.91
C 2.61 4.82 -4.10
C 3.66 3.92 -4.25
C 3.66 2.74 -3.55
C 2.61 2.45 -2.65
C 1.53 3.37 -2.52
C 1.55 4.54 -3.23
N 2.67 1.28 -2.03
N 2.32 0.79 -0.97
C 2.53 -0.51 -0.58
C 3.28 -1.46 -1.29
C 3.42 -2.72 -0.74
C 2.88 -3.04 0.50
C 2.12 -2.10 1.20
C 1.94 -0.85 0.65
H 2.62 5.74 -4.66
H 4.47 4.15 -4.92
H 4.48 2.04 -3.65
H 0.74 3.13 -1.82
H 0.76 5.26 -3.12
H 3.73 -1.20 -2.23
H 3.96 -3.48 -1.29
H 3.03 -4.02 0.93
H 1.70 -2.35 2.17
O 2.74 3.22 3.14
C 2.08 2.47 2.59
N 1.36 1.68 2.01
O -0.66 -0.63 -0.40
S -1.57 -1.83 -0.10
C -3.23 -1.18 -0.22
C -3.50 0.16 -0.04
C -4.83 0.57 -0.02
C -5.84 -0.36 -0.20
C -5.55 -1.69 -0.45
C -4.23 -2.11 -0.45
C -1.48 -1.84 1.72
C -1.63 -3.02 2.42
C -1.46 -3.03 3.80
C -1.12 -1.86 4.46
C -1.02 -0.66 3.77
C -1.20 -0.64 2.39
H -2.69 0.88 0.07
H -5.07 1.61 0.15
H -6.87 -0.03 -0.16
H -6.34 -2.40 -0.62
H -3.97 -3.14 -0.64
H -1.88 -3.94 1.91
H -1.58 -3.94 4.35
H -0.98 -1.87 5.53
H -0.83 0.26 4.31
H -1.37 0.35 1.90


# 2
Formula: C3H5ClOS
Source: OMol25
Level of theory: the ωB97M-V functional and the def2-TZVPD basis

Its total energy is -28595.6633 eV. The net charge is 0. Its largest force on an atom is 4.38 eV/A. For the energy above the lowest of the compared OMol25 structures with the same formula, charge and spin, the calculation gives 34.1 kcal per mole. As for the SMILES: CC(=O)SCCl.

Positions of all 11 atoms, in Å:
C 1.92 -0.10 0.85
C 0.89 0.53 0.07
O 0.59 1.55 -0.40
S -0.60 -1.14 -0.12
C -2.02 -0.27 -0.79
Cl -3.23 0.26 0.39
H 2.76 -0.34 0.04
H 1.56 -0.98 1.46
H 2.44 0.79 1.40
H -1.94 0.64 -1.39
H -2.35 -0.95 -1.52


# 3
Formula: C14H28BBr2IN3O7P2
Source: OMol25
Level of theory: the ωB97M-V functional and the def2-TZVPD basis

Its total energy is -201202.5525 eV. The net charge is +1. Its largest force on an atom is 8.98 eV/A.

Positions of all 58 atoms, in Å:
C 1.54 -4.72 -0.41
C 0.47 -4.78 -1.65
O 0.55 -5.64 -2.68
O -0.64 -3.80 -1.63
C -0.32 -2.60 -2.45
C -1.68 -1.69 -2.56
C -1.45 -0.08 -2.39
C -0.59 0.37 -1.07
N -0.29 1.90 -1.09
C 0.44 2.01 0.26
N 1.70 2.52 0.47
C 2.55 3.12 -0.67
C 3.15 1.79 -1.48
C 4.69 1.98 -2.00
I 6.01 1.70 -0.25
B 2.33 2.46 1.85
O 2.71 3.76 2.48
O 2.64 1.18 2.58
N -0.58 1.39 1.18
P -1.44 2.43 2.34
O -1.22 4.14 1.97
O -0.58 2.23 3.87
C -1.33 0.33 0.42
P -0.76 -1.40 1.11
O 0.78 -1.68 0.88
C -2.96 0.25 0.43
Br -3.89 1.89 -0.31
C -3.61 -0.26 1.88
C -4.37 -1.71 1.64
Br -5.11 1.07 2.26
H 2.39 -3.97 -0.71
H 1.94 -5.81 -0.19
H 1.06 -4.31 0.59
H 0.05 -2.99 -3.50
H 0.59 -2.08 -1.93
H -2.12 -1.87 -3.65
H -2.50 -2.09 -1.81
H -2.51 0.43 -2.45
H -0.85 0.32 -3.34
H 0.51 -0.05 -1.14
H 0.25 2.20 -1.93
H 3.40 3.82 -0.27
H 1.90 3.78 -1.41
H 2.39 1.42 -2.30
H 3.18 0.92 -0.66
H 4.81 3.02 -2.52
H 4.93 1.06 -2.72
H 1.95 4.14 3.01
H 3.63 1.05 2.37
H -0.95 4.58 2.85
H -0.77 1.31 4.25
H -0.96 -1.42 2.56
H -1.55 -2.48 0.57
H -3.25 -0.62 -0.34
H -2.84 -0.25 2.75
H -4.75 -2.22 2.63
H -3.72 -2.49 1.04
H -5.35 -1.54 0.98